Run 1
A cluster of 2 separate species, C11H18 in total, computed with ωB97M-V with the def2-TZVPD basis set.

Properties
SMILES string = Cc1ccccc1.CC(C)C
LUMO level = 1.018 eV
Total charge = 0

```
29
C11H18, DFT ωB97M-V with the def2-TZVPD basis set
C -2.2810 -1.0462 -0.8132
C -1.5907 0.1559 -1.4444
C -2.2879 1.3293 -1.6678
C -1.6566 2.4055 -2.2952
C -0.3710 2.2687 -2.7705
C 0.3150 1.0698 -2.5585
C -0.2904 0.0069 -1.9187
H -1.7827 -1.3088 0.1232
H -2.2024 -1.8642 -1.5268
H -3.3088 -0.8431 -0.5375
H -3.3496 1.3830 -1.4665
H -2.1630 3.3569 -2.3948
H 0.0777 3.0193 -3.4097
H 1.3325 0.9995 -2.9358
H 0.2638 -0.9182 -1.8364
C 1.6858 -1.9033 1.1832
C 0.9592 -0.7621 1.9103
C 1.3224 -0.8193 3.4290
C 1.3516 0.6199 1.2884
H 2.7661 -1.7553 1.2025
H 1.3360 -2.0021 0.1522
H 1.4641 -2.8341 1.7229
H -0.1115 -0.8702 1.8004
H 1.8732 -1.7422 3.6114
H 1.8854 0.0755 3.6847
H 0.4359 -0.8425 4.0724
H 1.9232 1.2063 1.9988
H 1.9816 0.5159 0.4025
H 0.4223 1.0993 0.9937
```

Atom charges from the natural (NBO) analysis, given in e for atoms 1 to 6: -0.629, 0.001, -0.228, -0.197, -0.233, -0.185

=====

Run 2
A cluster of 2 separate species, C11H18 in total, computed with ωB97M-V with the def2-TZVPD basis set.

Properties
SMILES string = CC(C)(C)C.c1ccccc1
LUMO level = 0.768 eV
Total charge = 0

```
29
C11H18, DFT ωB97M-V with the def2-TZVPD basis set
C 2.3235 1.2523 -0.9778
C 1.9272 -0.0153 -0.1553
C 0.5622 -0.4758 -0.4350
C 2.3475 0.2326 1.3627
C 2.7726 -1.2303 -0.7120
H 2.1954 1.3095 -2.0847
H 1.7145 2.1105 -0.4974
H 3.3572 1.7550 -0.5705
H 0.2578 -1.3313 0.2525
H -0.1792 0.4480 -0.0161
H 0.4738 -0.6316 -1.5205
H 2.3443 -0.5119 2.1008
H 1.4636 0.9638 1.6651
H 3.3938 0.6327 1.5077
H 3.9534 -1.0943 -1.0110
H 2.8419 -1.9655 0.3156
H 2.1958 -1.8585 -1.5410
C -1.1206 0.5227 1.1408
C -1.4035 -0.8122 1.0510
C -2.3992 -1.2839 0.1147
C -2.7879 -0.4647 -0.9325
C -2.5453 0.9723 -0.7190
C -1.7705 1.2917 0.3363
H -0.1458 0.9175 1.7070
H -0.8224 -1.5623 1.6566
H -2.5103 -2.3341 0.1704
H -3.1932 -1.0572 -1.9022
H -2.9334 1.8623 -1.3121
H -1.8432 2.4119 0.6350
```

Atom charges from the natural (NBO) analysis, given in e for atoms 1 to 6: -0.627, -0.088, -0.613, -0.605, -0.619, 0.229

=====

Going by the energies, run 1 is most stable and the next is 150.5 kcal/mol up.